Molecular formula: C8H5N5
Method: DFT, ωB97M-V/def2-TZVPD

- Gap between HOMO and LUMO: 9.511 eV
- HOMO level: -10.65 eV
- Electronic energy: -15822.7201 eV
- Relative energy (zero: lowest compared OMol25 entry of this formula, charge and spin): 1.713 eV
- Net charge: 0

Bonds (Å) are listed after each position.
CARTESIAN COORDINATES (ANGSTROEM)
1 C 0.57 0.00 2.36  C7 1.399, N9 1.145
2 C 0.91 2.64 1.34  C8 1.493, N10 1.144
3 C 2.66 1.77 -0.08  C8 1.444, N11 1.131
4 C 0.93 1.80 -2.05  N12 1.146, N13 1.349
5 C -0.35 -0.36 0.11  C6 1.542, C7 1.528, H14 1.131, H15 1.128
6 C -0.82 1.02 -0.40  C5 1.542, N13 1.426, H16 1.068, H17 1.177
7 C 0.86 -0.06 0.99  C1 1.399, C5 1.528, H18 1.168
8 C 1.23 1.78 0.16  C2 1.493, C3 1.444, N13 1.396
9 N 0.38 -0.01 3.49  C1 1.145
10 N 0.61 3.45 2.08  C2 1.144
11 N 3.76 1.66 -0.27  C3 1.131
12 N 1.26 1.91 -3.14  C4 1.146
13 N 0.28 1.78 -0.87  C4 1.349, C6 1.426, C8 1.396
14 H -1.24 -0.76 0.69  C5 1.131
15 H 0.19 -0.91 -0.72  C5 1.128
16 H -1.65 0.95 -1.07  C6 1.068
17 H -1.26 1.74 0.43  C6 1.177
18 H 1.77 -0.72 0.68  C7 1.168

Mulliken atomic charges, in units of e: 0.152, -0.016, 0.008, 0.540, -0.416, -0.782, -0.147, 0.598, -0.419, -0.445, -0.394, -0.469, -0.010, 0.403, 0.261, 0.483, 0.311, 0.341